Entry from the Open Molecules 2025 dataset: 9 unconnected molecules or ions with the total composition C27H75O30P3S6 at a distorted geometry (wB97M-V/def2-TZVPD).

Geometry (Å):
C -28.550 -1.013 13.515
C -29.880 -1.739 13.546
O -30.634 -1.336 12.409
S -31.962 -2.203 12.024
C -31.134 -3.446 11.001
O -32.437 -2.905 13.200
O -32.743 -1.292 11.253
H -27.828 -1.513 14.165
H -28.653 0.038 13.769
H -28.051 -1.150 12.552
H -29.757 -2.826 13.602
H -30.389 -1.522 14.490
H -31.877 -4.041 10.473
H -30.621 -4.145 11.657
H -30.467 -2.893 10.346
C -27.933 -5.567 17.809
C -28.061 -5.998 16.355
O -29.409 -6.360 16.010
S -29.957 -7.838 16.255
C -29.213 -8.786 14.905
O -29.380 -8.320 17.491
O -31.381 -7.818 16.093
H -28.207 -4.525 17.963
H -26.886 -5.634 18.119
H -28.466 -6.270 18.444
H -27.844 -5.144 15.716
H -27.387 -6.832 16.159
H -29.599 -9.800 14.927
H -28.143 -8.621 14.968
H -29.626 -8.327 14.005
C -32.627 0.033 7.170
C -32.718 -1.280 7.945
O -32.136 -2.315 7.149
S -33.031 -3.451 6.442
C -33.982 -4.052 7.892
O -33.967 -2.828 5.526
O -32.144 -4.461 5.965
H -33.298 0.765 7.627
H -33.001 -0.018 6.146
H -31.578 0.319 7.148
H -32.122 -1.175 8.851
H -33.724 -1.483 8.311
H -34.623 -3.289 8.311
H -33.295 -4.535 8.578
H -34.624 -4.815 7.449
C -36.547 -9.782 11.769
C -35.560 -10.892 12.000
O -34.250 -10.275 12.086
S -32.950 -11.263 12.247
C -32.809 -11.713 10.466
O -31.790 -10.465 12.608
O -33.341 -12.439 12.987
H -37.572 -10.150 11.789
H -36.388 -9.364 10.772
H -36.490 -8.922 12.435
H -35.757 -11.503 12.881
H -35.523 -11.617 11.179
H -33.333 -12.655 10.335
H -31.755 -11.835 10.227
H -33.210 -10.897 9.874
C -35.512 -7.905 6.671
C -34.053 -8.319 6.642
O -33.252 -7.313 7.245
S -31.765 -7.770 7.738
C -30.970 -7.803 6.118
O -31.248 -6.706 8.554
O -31.867 -9.105 8.293
H -36.132 -8.534 6.035
H -35.613 -6.882 6.291
H -35.980 -7.825 7.654
H -33.949 -9.271 7.165
H -33.837 -8.540 5.592
H -31.539 -8.465 5.464
H -29.978 -8.240 6.189
H -31.063 -6.805 5.695
C -34.679 -6.354 17.086
C -34.908 -7.792 17.481
O -35.215 -8.546 16.295
S -35.228 -10.146 16.315
C -33.534 -10.375 15.786
O -35.448 -10.626 17.648
O -36.112 -10.574 15.255
H -34.473 -5.760 17.975
H -35.573 -5.921 16.633
H -33.891 -6.323 16.336
H -34.009 -8.266 17.893
H -35.718 -7.912 18.204
H -33.441 -9.726 14.919
H -33.334 -11.417 15.549
H -32.892 -10.076 16.613
C -38.767 0.530 14.256
O -38.327 -0.739 14.754
P -36.929 -0.880 15.519
O -36.655 -2.179 16.108
O -36.918 0.354 16.528
C -37.923 0.424 17.513
O -35.859 -0.359 14.429
C -34.522 -0.090 14.791
H -39.553 0.895 14.909
H -39.187 0.343 13.263
H -37.923 1.173 14.005
H -38.218 -0.554 17.911
H -38.808 0.974 17.196
H -37.581 0.887 18.443
H -34.164 0.913 14.567
H -33.861 -0.798 14.282
H -34.308 -0.292 15.845
C -35.542 -4.227 13.834
O -35.380 -5.488 13.180
P -34.455 -5.595 11.878
O -34.569 -4.443 10.954
O -32.975 -5.942 12.405
C -32.897 -6.696 13.619
O -34.948 -6.962 11.238
C -34.187 -7.624 10.249
H -34.973 -3.403 13.409
H -35.133 -4.368 14.838
H -36.584 -3.956 13.992
H -32.597 -6.055 14.452
H -32.063 -7.388 13.494
H -33.808 -7.221 13.901
H -33.654 -6.886 9.653
H -34.852 -8.214 9.617
H -33.497 -8.363 10.656
C -40.053 -8.200 11.916
O -39.912 -6.805 12.106
P -40.343 -6.087 13.466
O -41.778 -5.942 13.715
O -39.480 -4.748 13.338
C -39.990 -3.594 12.675
O -39.581 -6.834 14.656
C -38.181 -7.110 14.528
H -40.766 -8.677 12.590
H -39.093 -8.696 12.088
H -40.270 -8.388 10.865
H -39.803 -2.679 13.234
H -41.045 -3.642 12.410
H -39.416 -3.509 11.750
H -37.788 -6.899 13.530
H -37.823 -8.113 14.757
H -37.669 -6.400 15.178

Properties
SMILES ... CCOS(C)(=O)=O.CCOS(C)(=O)=O.CCOS(C)(=O)=O.CCOS(C)(=O)=O.CCOS(C)(=O)=O.CCOS(C)(=O)=O.COP(=O)(OC)OC.COP(=O)(OC)OC.COP(=O)(OC)OC
ΔE to the lowest compared entry with this formula, charge and spin ... 0.000 eV

Results of the Mulliken charge analysis, in e, for atoms 1 through 99:
1. C -1.385
2. C 0.036
3. O -0.309
4. S 1.272
5. C -0.454
6. O -0.463
7. O -0.649
8. H 0.379
9. H 0.308
10. H 0.360
11. H 0.262
12. H 0.237
13. H -0.415
14. H 0.263
15. H 0.582
16. C -1.074
17. C -0.282
18. O -0.110
19. S 0.995
20. C -0.892
21. O -0.718
22. O -0.514
23. H 0.276
24. H 0.374
25. H 0.318
26. H 0.316
27. H 0.226
28. H 0.377
29. H 0.363
30. H 0.235
31. C -1.332
32. C 0.237
33. O -0.299
34. S 1.241
35. C -0.499
36. O -0.686
37. O -0.561
38. H 0.370
39. H 0.345
40. H 0.322
41. H 0.029
42. H 0.179
43. H 0.497
44. H -0.254
45. H 0.136
46. C -1.002
47. C -0.540
48. O -0.154
49. S 1.224
50. C -0.814
51. O -0.538
52. O -0.650
53. H 0.523
54. H 0.126
55. H 0.138
56. H 0.403
57. H 0.471
58. H 0.401
59. H 0.440
60. H -0.007
61. C -1.252
62. C -0.211
63. O 0.011
64. S 1.006
65. C -1.037
66. O -0.510
67. O -0.517
68. H 0.435
69. H 0.298
70. H 0.208
71. H 0.323
72. H 0.343
73. H 0.373
74. H 0.403
75. H 0.305
76. C -0.634
77. C -0.423
78. O -0.098
79. S 1.161
80. C -0.615
81. O -0.685
82. O -0.586
83. H 0.453
84. H 0.122
85. H -0.114
86. H 0.388
87. H 0.364
88. H -0.140
89. H 0.523
90. H 0.335
91. C -0.790
92. O -0.161
93. P 1.010
94. O -0.627
95. O -0.331
96. C -0.763
97. O -0.216
98. C -0.540
99. H 0.304